Record 1
156
Properties=species:S:1:pos:R:3 method="wB97M-V/def2-TZVPD" charge=0
C 4.17 4.59 0.96
C 3.12 3.49 1.02
C 2.63 3.21 2.46
O 1.95 3.75 0.21
H 4.68 4.62 1.92
H 3.68 5.56 0.85
H 4.86 4.35 0.16
H 3.49 2.51 0.67
H 2.35 4.19 2.90
H 3.44 2.84 3.09
H 1.74 2.59 2.51
H 1.53 4.55 0.54
C 0.44 0.79 -0.68
C 0.76 -0.15 0.46
C -0.48 -0.50 1.30
O 1.36 -1.36 -0.06
H 1.28 1.46 -0.88
H -0.39 1.43 -0.35
H 0.10 0.26 -1.57
H 1.50 0.30 1.13
H -0.36 -1.45 1.82
H -1.36 -0.63 0.65
H -0.53 0.27 2.07
H 0.65 -1.89 -0.47
C -6.43 1.18 -0.08
C -5.74 -0.15 -0.21
C -4.58 -0.28 0.77
O -6.63 -1.23 0.14
H -7.02 1.37 -0.98
H -5.66 1.95 -0.07
H -7.11 1.29 0.77
H -5.34 -0.37 -1.20
H -4.84 0.06 1.78
H -3.78 0.43 0.48
H -4.13 -1.27 0.79
H -6.71 -1.21 1.09
C -1.24 2.68 5.24
C -1.91 1.32 5.29
C -3.26 1.23 4.60
O -0.97 0.43 4.60
H -0.78 2.83 4.25
H -0.55 2.79 6.07
H -2.03 3.45 5.24
H -1.96 0.95 6.31
H -3.24 1.78 3.66
H -4.09 1.47 5.27
H -3.47 0.17 4.40
H -1.43 -0.42 4.58
C -3.14 1.06 -2.75
C -3.48 0.55 -4.13
C -2.98 1.55 -5.19
O -2.70 -0.65 -4.32
H -2.14 1.49 -2.64
H -3.22 0.19 -2.10
H -3.90 1.80 -2.50
H -4.55 0.44 -4.30
H -3.65 2.40 -5.34
H -2.93 1.13 -6.20
H -2.03 1.97 -4.88
H -2.40 -0.70 -5.23
C 2.21 -5.10 -0.71
C 1.26 -6.23 -1.09
C 1.33 -6.64 -2.55
O 1.50 -7.37 -0.22
H 3.25 -5.25 -1.02
H 2.19 -4.78 0.34
H 1.92 -4.14 -1.17
H 0.26 -5.81 -0.94
H 0.43 -7.24 -2.75
H 2.17 -7.29 -2.78
H 1.27 -5.73 -3.14
H 2.24 -7.09 0.33
C 0.64 -2.78 -3.98
C 1.65 -2.76 -5.12
C 2.88 -3.58 -4.78
O 1.03 -3.33 -6.29
H -0.15 -2.05 -4.12
H 1.10 -2.52 -3.03
H 0.17 -3.76 -3.93
H 1.97 -1.75 -5.37
H 2.69 -4.59 -4.41
H 3.37 -3.03 -3.97
H 3.61 -3.71 -5.59
H 0.97 -4.28 -6.12
C -0.03 5.34 -2.37
C 1.44 5.49 -2.61
C 2.04 4.33 -3.36
O 1.71 6.72 -3.33
H -0.19 4.36 -1.91
H -0.72 5.43 -3.22
H -0.53 6.03 -1.68
H 2.07 5.68 -1.75
H 1.85 3.36 -2.90
H 3.10 4.47 -3.51
H 1.56 4.18 -4.34
H 1.15 6.74 -4.12
C -3.26 4.19 2.11
C -2.34 4.31 0.93
O -2.92 4.11 -0.34
O -4.15 5.32 2.13
H -2.64 4.15 3.01
H -3.89 3.29 2.11
H -1.59 3.52 1.02
H -1.79 5.26 0.98
H -3.54 4.82 -0.54
H -4.84 5.18 2.78
C 5.14 1.89 -2.09
C 5.67 2.72 -3.20
O 7.09 2.94 -3.07
O 3.83 1.48 -2.37
H 5.21 2.50 -1.17
H 5.76 1.02 -1.85
H 5.17 3.68 -3.32
H 5.52 2.23 -4.18
H 7.29 3.57 -3.76
H 3.48 1.06 -1.57
C -2.56 -3.55 4.83
C -2.64 -4.18 3.44
O -3.99 -4.61 3.19
O -3.47 -2.43 4.84
H -1.57 -3.24 5.14
H -2.93 -4.33 5.53
H -1.89 -4.94 3.20
H -2.44 -3.36 2.75
H -4.14 -5.42 3.69
H -4.32 -2.79 4.53
C -1.98 -2.83 -1.61
C -2.51 -3.96 -2.41
O -2.43 -5.14 -1.61
O -0.63 -3.15 -1.19
H -2.60 -2.64 -0.73
H -1.98 -1.86 -2.12
H -2.00 -4.20 -3.34
H -3.56 -3.82 -2.70
H -3.28 -5.27 -1.18
H -0.79 -4.11 -1.08
C 5.11 -0.21 1.97
C 4.77 -1.17 0.88
O 3.94 -0.52 -0.07
O 6.07 0.74 1.54
H 5.43 -0.65 2.91
H 4.20 0.36 2.23
H 4.26 -2.05 1.31
H 5.65 -1.51 0.33
H 3.04 -0.89 -0.01
H 5.65 1.22 0.82
C 1.63 -0.89 5.60
C 1.84 -1.98 4.54
O 1.07 -3.13 4.93
O 1.85 0.42 5.13
H 2.26 -1.13 6.47
H 0.64 -1.02 6.04
H 2.91 -2.18 4.43
H 1.49 -1.64 3.56
H 1.67 -3.72 5.40
H 1.02 0.81 4.81



Record 2
177
Properties=species:S:1:pos:R:3 method="wB97M-V/def2-TZVPD" charge=0
C 3.55 -4.24 -1.07
C 4.07 -5.42 -0.25
O 2.87 -6.08 0.22
H 3.05 -4.66 -1.95
H 4.28 -3.50 -1.37
H 2.71 -3.69 -0.65
H 4.64 -5.13 0.64
H 4.66 -6.21 -0.71
H 3.04 -6.80 0.83
C 4.47 3.01 -5.52
C 5.78 3.71 -5.99
O 6.89 3.45 -5.11
H 4.37 3.23 -4.46
H 4.54 1.92 -5.56
H 3.68 3.58 -6.02
H 5.61 4.77 -6.11
H 5.88 3.33 -7.01
H 7.73 3.73 -5.47
C -1.25 4.03 -5.56
C -1.42 5.55 -5.84
O -1.89 5.59 -7.17
H -0.77 3.77 -4.61
H -0.65 3.62 -6.37
H -2.18 3.48 -5.51
H -0.42 5.93 -5.67
H -2.11 5.96 -5.11
H -1.41 5.12 -7.85
C 0.95 6.01 4.21
O 1.36 4.90 4.43
N -0.23 6.41 4.55
N 1.55 6.96 3.60
H -0.56 7.37 4.54
H -0.81 5.75 5.07
H 2.31 6.59 3.05
H 1.14 7.89 3.55
C 0.01 -3.40 6.27
O -1.10 -3.67 6.70
N 0.41 -2.28 5.61
N 1.09 -4.08 6.45
H 1.38 -2.11 5.38
H -0.22 -1.51 5.46
H 1.94 -3.80 5.99
H 0.86 -4.98 6.85
C -5.50 5.23 4.67
O -5.99 5.14 5.79
N -5.18 4.26 3.84
N -5.15 6.42 4.20
H -5.49 3.34 4.14
H -4.55 4.38 3.07
H -5.38 7.13 4.88
H -4.86 6.52 3.24
C -0.06 2.15 7.74
O -0.41 1.37 8.67
N -0.71 2.31 6.58
N 0.96 2.91 7.78
H -1.60 1.85 6.43
H -0.37 2.96 5.89
H 1.49 3.00 8.64
H 1.26 3.50 7.02
C -4.17 -1.15 3.36
O -4.07 -0.50 4.41
N -3.54 -2.26 3.22
N -4.87 -0.85 2.36
H -3.06 -2.59 4.05
H -3.50 -2.82 2.38
H -5.15 -1.56 1.71
H -5.47 -0.04 2.30
C -3.41 6.67 -0.42
O -3.94 5.76 0.15
N -2.23 6.55 -1.03
N -3.82 7.87 -0.44
H -1.84 5.63 -0.87
H -1.71 7.21 -1.59
H -3.29 8.50 -1.02
H -4.71 8.09 -0.03
C -1.01 1.65 0.21
C 0.17 0.65 0.44
C 1.47 1.01 -0.35
O 1.22 1.29 -1.76
C 0.65 0.25 -2.48
N 0.57 0.63 1.81
H -1.92 1.24 0.64
H -1.30 1.81 -0.83
H -1.01 2.64 0.67
H -0.12 -0.35 0.12
H 2.31 0.32 -0.41
H 1.75 2.01 -0.01
H 0.38 0.64 -3.46
H -0.38 -0.03 -2.25
H 1.38 -0.51 -2.77
H 1.34 0.00 1.97
H 0.78 1.53 2.23
C -4.43 -2.92 -2.72
C -4.84 -1.55 -2.08
C -4.86 -0.38 -3.10
O -5.71 -0.67 -4.27
C -5.30 -0.01 -5.45
N -6.12 -1.75 -1.55
H -4.78 -3.73 -2.07
H -3.39 -3.09 -2.99
H -4.96 -3.05 -3.66
H -4.13 -1.41 -1.27
H -3.83 -0.13 -3.35
H -5.37 0.49 -2.68
H -5.88 0.91 -5.50
H -5.66 -0.68 -6.23
H -4.24 0.16 -5.64
H -6.39 -0.85 -1.17
H -6.74 -2.00 -2.30
C -0.74 -4.29 -5.79
C -1.75 -4.53 -6.90
C -1.62 -3.66 -8.10
O -2.68 -3.87 -9.01
C -3.05 -2.71 -9.72
N -1.52 -5.94 -7.26
H -0.85 -3.32 -5.30
H 0.26 -4.24 -6.21
H -0.75 -5.08 -5.05
H -2.75 -4.39 -6.47
H -0.65 -3.71 -8.61
H -1.71 -2.63 -7.76
H -3.66 -2.04 -9.12
H -3.64 -3.00 -10.59
H -2.28 -2.11 -10.21
H -2.28 -6.28 -7.83
H -0.71 -5.93 -7.87
C 5.59 -1.82 2.77
C 5.51 -2.95 3.78
C 6.93 -3.55 4.07
O 6.87 -4.66 4.94
C 8.12 -5.47 5.00
N 4.82 -2.59 5.00
H 5.41 -2.15 1.75
H 6.59 -1.38 2.76
H 4.89 -0.99 2.90
H 4.78 -3.61 3.31
H 7.54 -2.77 4.52
H 7.12 -3.74 3.02
H 8.32 -6.07 4.11
H 8.01 -6.30 5.70
H 9.01 -4.86 5.18
H 5.12 -1.68 5.31
H 5.27 -3.10 5.74
C 5.99 3.48 1.40
C 5.91 3.86 -0.02
C 5.83 5.36 -0.41
O 4.67 6.06 0.13
C 3.55 6.02 -0.80
N 7.06 3.28 -0.79
H 6.65 4.10 2.01
H 6.39 2.47 1.43
H 4.99 3.61 1.82
H 5.03 3.33 -0.37
H 5.82 5.44 -1.49
H 6.74 5.83 -0.03
H 3.79 6.64 -1.67
H 2.75 6.38 -0.16
H 3.39 5.02 -1.20
H 7.95 3.57 -0.39
H 7.00 3.57 -1.75
C -6.20 -5.97 2.56
C -5.08 -6.95 3.16
C -3.84 -7.12 2.24
O -3.36 -5.84 1.77
C -2.06 -5.84 1.17
N -4.64 -6.45 4.45
H -5.97 -4.91 2.52
H -7.11 -6.06 3.17
H -6.53 -6.17 1.54
H -5.57 -7.91 3.28
H -4.14 -7.79 1.43
H -3.08 -7.54 2.90
H -1.33 -5.96 1.98
H -1.87 -4.83 0.82
H -1.98 -6.60 0.39
H -5.42 -6.16 5.02
H -3.98 -5.68 4.47



Record 3
74
Properties=species:S:1:pos:R:3 method="wB97M-V/def2-TZVPD" charge=+1
Sn -1.80 -0.29 0.33
O -2.47 3.83 2.58
C -2.06 2.72 2.36
N -1.97 2.20 1.02
C -1.82 2.99 0.03
C -1.34 4.36 0.09
C -1.29 5.10 -1.02
C -1.68 4.57 -2.32
C -2.11 3.31 -2.48
C -2.24 2.43 -1.34
N -2.72 1.23 -1.33
C -3.46 0.73 -2.45
O -3.91 1.41 -3.33
C -3.74 -0.74 -2.39
C -4.58 -1.31 -3.34
C -4.86 -2.67 -3.22
C -4.31 -3.39 -2.18
C -3.48 -2.73 -1.28
N -3.20 -1.44 -1.39
C -1.68 1.75 3.43
C -1.71 2.17 4.75
C -1.33 1.25 5.72
C -0.95 -0.03 5.33
C -0.95 -0.34 3.97
N -1.31 0.54 3.04
H -0.99 4.75 1.04
H -0.91 6.11 -0.97
H -1.57 5.21 -3.18
H -2.34 2.92 -3.46
H -4.99 -0.70 -4.12
H -5.51 -3.15 -3.94
H -4.51 -4.44 -2.06
H -3.02 -3.26 -0.45
H -2.01 3.17 5.00
H -1.34 1.52 6.77
H -0.66 -0.77 6.05
H -0.66 -1.32 3.63
F 4.24 1.23 -1.54
C 3.97 0.33 -2.49
C 3.02 -0.65 -2.28
C 2.77 -1.52 -3.33
F 1.83 -2.47 -3.20
C 3.45 -1.45 -4.53
F 3.19 -2.31 -5.51
C 4.41 -0.47 -4.70
F 5.07 -0.39 -5.84
C 4.68 0.43 -3.68
F 5.59 1.37 -3.85
Ge 1.90 -0.77 -0.69
S -0.02 -0.02 -1.43
C 2.66 0.25 0.80
C 3.97 -0.02 1.16
F 4.67 -0.93 0.47
C 4.61 0.60 2.23
F 5.87 0.32 2.54
C 3.91 1.53 2.98
F 4.49 2.14 4.00
C 2.59 1.83 2.65
F 1.91 2.72 3.37
C 2.00 1.18 1.58
F 0.72 1.53 1.32
C 1.91 -2.59 0.04
C 1.09 -2.88 1.11
F 0.26 -1.92 1.59
C 1.07 -4.10 1.76
F 0.25 -4.33 2.78
C 1.94 -5.09 1.32
F 1.95 -6.27 1.93
C 2.80 -4.84 0.27
F 3.64 -5.78 -0.13
C 2.78 -3.60 -0.35
F 3.65 -3.41 -1.34
I -5.52 0.79 0.61
I -7.78 1.86 1.51



Taking the records one at a time from the top gives highest occupied orbital energy values of -9.71 -8.52 -11.13 eV.
Taking the records one at a time from the top gives molar mass values of 853.176 1033.371 1294.684 g mol⁻¹.
Taking the records one at a time from the top gives lowest unoccupied orbital energy values of 0.25 -0.27 -5.51 eV.